(1)
Entry from the Open Molecules 2025 dataset: a molecular structure, C51H73N5P2S4SbSiY in a non-equilibrium geometry (ωB97M-V/def2-TZVPD).

Last column: Mulliken charge in e.
Positions of all 138 atoms, in Å:
Y1 -0.806 0.367 0.444  -2.28
C1 0.867 -0.082 -3.157  -1.83
Si1 1.398 -0.203 -1.302  2.33
C2 2.722 -1.583 -1.753  0.49
C3 3.880 -1.167 -2.421  -0.04
C4 4.776 -2.052 -2.997  -1.04
C5 4.528 -3.412 -2.931  -1.09
C6 3.398 -3.862 -2.270  0.18
C7 2.499 -2.978 -1.665  0.15
P1 1.000 -3.572 -0.791  -0.45
C8 0.637 -5.190 -1.728  0.10
C9 1.234 -6.528 -1.284  -0.26
C10 0.899 -7.638 -2.295  -1.17
C11 -0.550 -7.559 -2.812  -0.75
C12 -1.413 -6.751 -1.848  -0.97
C13 -0.914 -5.304 -1.795  -0.38
C14 1.772 -4.104 0.847  0.72
C15 0.693 -4.852 1.676  -0.88
C16 1.218 -5.912 2.653  -0.84
C17 2.641 -5.595 3.090  -0.85
C18 3.539 -5.747 1.870  -1.16
C19 3.177 -4.746 0.755  1.27
C20 2.537 1.343 -1.055  0.79
C21 2.772 2.286 -2.058  0.12
C22 3.396 3.497 -1.794  -0.82
C23 3.803 3.799 -0.502  -0.99
C24 3.600 2.878 0.515  -0.03
C25 2.976 1.660 0.252  -0.25
P2 2.753 0.335 1.507  0.14
C26 4.412 -0.499 1.157  0.75
C27 4.385 -1.971 1.578  0.32
C28 5.630 -2.707 1.087  -0.03
C29 6.896 -2.020 1.600  -1.11
C30 6.916 -0.547 1.186  -0.81
C31 5.667 0.179 1.697  -1.06
C32 3.075 1.199 3.134  0.59
C33 2.020 2.311 3.357  0.11
C34 1.203 2.093 4.627  0.21
C35 2.118 1.888 5.833  -0.97
C36 3.098 0.710 5.624  -1.09
C37 2.990 0.117 4.218  -0.68
H1 1.722 0.000 -3.837  0.56
H2 0.321 -0.995 -3.414  0.18
H3 0.196 0.763 -3.319  0.34
H4 4.058 -0.100 -2.531  0.28
H5 5.657 -1.684 -3.513  0.35
H6 5.211 -4.121 -3.386  0.37
H7 3.217 -4.931 -2.242  0.13
H8 1.007 -4.990 -2.739  1.03
H9 2.319 -6.477 -1.206  0.22
H10 0.858 -6.793 -0.293  0.04
H11 1.587 -7.560 -3.142  0.28
H12 1.079 -8.610 -1.825  0.49
H13 -0.574 -7.060 -3.785  0.35
H14 -0.960 -8.562 -2.954  0.44
H15 -2.459 -6.768 -2.167  0.53
H16 -1.376 -7.203 -0.852  0.27
H17 -1.264 -4.773 -2.685  0.45
H18 -1.362 -4.798 -0.940  -0.18
H19 1.901 -3.127 1.330  0.85
H20 0.161 -4.090 2.245  0.43
H21 -0.045 -5.316 1.018  -0.14
H22 0.550 -5.969 3.517  0.45
H23 1.220 -6.904 2.184  0.31
H24 2.694 -4.570 3.470  0.20
H25 2.963 -6.272 3.886  0.50
H26 4.589 -5.619 2.146  0.42
H27 3.430 -6.772 1.498  0.44
H28 3.901 -3.933 0.785  -1.23
H29 3.324 -5.230 -0.205  -0.44
H30 2.442 2.075 -3.070  0.30
H31 3.543 4.220 -2.590  0.34
H32 4.275 4.751 -0.284  0.36
H33 3.919 3.124 1.520  0.32
H34 4.461 -0.480 0.068  -0.14
H35 4.330 -2.052 2.669  -0.09
H36 3.487 -2.427 1.161  -1.29
H37 5.610 -3.751 1.417  0.25
H38 5.635 -2.710 -0.005  0.05
H39 6.921 -2.082 2.694  0.35
H40 7.787 -2.530 1.221  0.44
H41 7.817 -0.062 1.576  0.48
H42 6.948 -0.479 0.094  0.32
H43 5.668 0.142 2.793  0.34
H44 5.696 1.228 1.390  0.23
H45 4.082 1.627 3.158  0.95
H46 2.512 3.287 3.412  0.12
H47 1.324 2.356 2.518  -0.67
H48 0.552 2.954 4.787  0.73
H49 0.548 1.231 4.477  -0.73
H50 2.688 2.810 5.990  0.41
H51 1.516 1.726 6.730  0.38
H52 4.127 1.048 5.787  0.42
H53 2.912 -0.083 6.355  0.45
H54 3.792 -0.611 4.075  0.04
H55 2.044 -0.419 4.105  0.01
S1 -4.283 2.794 3.837  -0.75
Sb1 -3.371 2.764 1.739  0.89
S2 -3.663 0.687 0.667  -0.64
S3 -0.987 2.914 1.680  -0.60
S4 -4.507 4.291 0.353  -0.80
N1 -3.867 1.307 -2.673  -0.03
C38 -4.207 0.005 -2.957  -0.93
C39 -3.133 -0.745 -2.581  -0.40
N2 -2.163 0.055 -2.048  0.68
C40 -2.641 1.282 -2.104  0.17
C41 -1.865 2.447 -1.752  -0.76
N3 -0.569 2.369 -1.500  0.55
C42 -0.149 3.661 -1.363  -0.13
C43 -1.206 4.504 -1.526  -1.08
N4 -2.301 3.726 -1.792  0.07
H56 -4.483 2.103 -2.666  0.29
H57 -5.154 -0.259 -3.393  0.42
H58 -2.995 -1.812 -2.646  0.35
H59 0.880 3.886 -1.143  0.16
H60 -1.294 5.572 -1.430  0.42
H61 -3.244 3.992 -1.380  0.04
C44 -0.182 -1.846 5.782  -1.36
C45 -1.385 -1.279 5.014  2.36
C46 -2.502 -2.331 4.961  -1.80
C47 -1.902 -0.012 5.707  -1.38
C48 -0.980 -0.952 3.637  -0.39
C49 -0.672 -0.641 2.498  1.22
H62 -0.471 -2.128 6.800  0.48
H63 0.613 -1.100 5.843  0.11
H64 0.215 -2.726 5.271  0.11
H65 -2.832 -2.598 5.970  0.46
H66 -2.149 -3.234 4.457  0.25
H67 -3.354 -1.938 4.404  0.28
H68 -2.273 -0.245 6.711  0.44
H69 -2.706 0.444 5.126  0.24
H70 -1.103 0.725 5.797  0.15
C50 -4.703 -2.451 0.962  -1.37
C51 -3.352 -2.201 0.500  0.50
N5 -2.264 -2.133 0.139  0.03
H71 -4.940 -1.707 1.723  0.34
H72 -4.769 -3.460 1.373  0.39
H73 -5.402 -2.324 0.137  0.29

Summary:
frontier orbital gap = 0.2084 Ha
DFT total energy = -5104.6807 hartree
multiplicity = 1
HOMO energy = -0.0720 hartree
LUMO energy = 3.71 eV
charge = -2
energy above the lowest of the compared OMol25 structures with the same formula, charge and spin = 1.7281 eV

(2)
Entry from the Open Molecules 2025 dataset: 13 unconnected molecules or ions with the total composition C52H104O39 in a non-equilibrium geometry (ωB97M-V/def2-TZVPD).

Last column: Mulliken charge in e.
Positions of all 195 atoms, in Å:
C1 0.214 -0.414 -6.020  -1.40
C2 -0.977 -1.338 -5.741  0.61
O1 -1.825 -0.867 -4.711  0.11
C3 -2.491 0.254 -4.968  0.36
O2 -2.363 0.968 -5.902  -0.55
O3 -3.425 0.382 -4.008  -0.16
C4 -4.304 1.509 -4.176  -0.77
H1 0.078 0.371 -6.757  0.41
H2 1.055 -1.080 -6.246  0.51
H3 0.629 0.096 -5.142  0.07
H4 -0.490 -2.292 -5.589  -0.35
H5 -1.560 -1.350 -6.663  0.31
H6 -4.808 1.440 -5.133  0.32
H7 -3.775 2.446 -4.010  0.28
H8 -4.990 1.418 -3.337  0.24
C5 3.169 -3.796 -3.693  -0.94
C6 2.043 -3.547 -4.695  0.12
O4 1.222 -4.717 -4.749  -0.02
C7 1.525 -5.614 -5.666  0.66
O5 2.493 -5.610 -6.357  -0.60
O6 0.588 -6.534 -5.673  -0.26
C8 0.808 -7.673 -6.510  -0.83
H9 3.466 -2.859 -3.239  -0.26
H10 3.995 -4.301 -4.188  0.56
H11 2.758 -4.419 -2.900  0.47
H12 2.343 -3.179 -5.676  0.42
H13 1.473 -2.708 -4.295  -0.21
H14 1.872 -7.907 -6.577  0.35
H15 0.444 -7.427 -7.508  0.28
H16 0.300 -8.533 -6.088  0.26
C9 -1.861 -3.582 2.505  -0.33
C10 -2.701 -3.818 3.721  -0.52
O7 -3.548 -4.966 3.559  -0.36
C11 -2.976 -6.159 3.764  0.72
O8 -1.811 -6.361 3.987  -0.56
O9 -3.932 -7.100 3.708  -0.36
C12 -3.530 -8.453 3.833  -0.65
H17 -1.119 -4.366 2.362  0.54
H18 -1.250 -2.683 2.659  -0.25
H19 -2.424 -3.327 1.609  0.23
H20 -3.272 -2.912 3.915  0.31
H21 -2.116 -4.020 4.619  0.43
H22 -4.390 -9.098 3.975  0.24
H23 -2.885 -8.582 4.707  0.30
H24 -2.955 -8.786 2.967  0.29
C13 -1.534 -4.238 -7.764  -1.00
C14 -2.630 -4.052 -6.755  -0.28
O10 -2.095 -4.413 -5.464  -0.01
C15 -2.951 -4.677 -4.489  0.57
O11 -4.113 -4.938 -4.624  -0.60
O12 -2.248 -4.720 -3.353  -0.19
C16 -2.861 -5.292 -2.203  -0.66
H25 -0.563 -3.875 -7.424  0.10
H26 -1.788 -3.571 -8.594  0.42
H27 -1.420 -5.274 -8.071  0.32
H28 -3.572 -4.558 -6.962  0.50
H29 -2.909 -3.005 -6.611  0.11
H30 -2.413 -4.888 -1.299  0.08
H31 -2.597 -6.356 -2.166  0.28
H32 -3.942 -5.192 -2.215  0.39
C17 4.958 7.567 -0.366  -1.17
C18 4.137 6.933 -1.487  -0.24
O13 2.799 6.773 -1.017  -0.24
C19 1.898 6.466 -1.941  0.87
O14 2.127 6.285 -3.094  -0.60
O15 0.711 6.408 -1.349  -0.30
C20 -0.453 6.121 -2.113  -0.33
H33 4.496 8.480 0.033  0.32
H34 5.916 7.883 -0.774  0.38
H35 5.001 6.912 0.503  0.26
H36 4.564 5.926 -1.567  0.21
H37 4.280 7.438 -2.437  0.39
H38 -0.882 5.191 -1.749  -0.07
H39 -0.229 5.971 -3.169  0.39
H40 -1.175 6.928 -2.021  0.30
C21 -5.885 -2.049 0.323  -1.52
C22 -5.005 -1.063 1.063  0.75
O16 -5.827 -0.443 2.092  -0.46
C23 -5.306 0.605 2.688  0.76
O17 -4.305 1.202 2.344  -0.15
O18 -6.046 0.895 3.749  -0.46
C24 -5.520 1.849 4.676  -0.56
H41 -6.209 -2.761 1.088  0.41
H42 -5.259 -2.622 -0.354  0.35
H43 -6.790 -1.582 -0.054  0.38
H44 -4.381 -0.384 0.490  0.02
H45 -4.306 -1.649 1.672  -0.17
H46 -6.343 2.477 5.010  0.27
H47 -4.716 2.462 4.288  0.23
H48 -5.218 1.253 5.540  0.30
C25 3.773 -1.579 -0.501  0.23
C26 5.060 -2.230 -1.025  -0.81
O19 4.860 -3.635 -1.185  -0.02
C27 5.724 -4.447 -0.578  0.64
O20 6.600 -4.102 0.146  -0.56
O21 5.364 -5.687 -0.899  -0.30
C28 6.265 -6.713 -0.443  -0.72
H49 2.855 -1.595 -1.077  -0.27
H50 4.090 -0.533 -0.434  0.32
H51 3.556 -2.015 0.475  -0.11
H52 5.876 -1.952 -0.362  0.56
H53 5.354 -1.746 -1.968  0.17
H54 5.631 -7.580 -0.293  0.23
H55 6.706 -6.400 0.499  0.35
H56 7.049 -6.910 -1.169  0.28
C29 -8.162 7.365 4.927  -1.15
C30 -8.386 6.589 3.667  -0.22
O22 -7.229 5.777 3.453  -0.31
C31 -6.931 5.423 2.223  0.71
O23 -7.473 5.804 1.246  -0.57
O24 -5.932 4.555 2.307  -0.21
C32 -5.361 4.056 1.105  -0.60
H57 -8.106 6.797 5.854  0.30
H58 -8.872 8.183 5.060  0.38
H59 -7.207 7.897 4.850  0.30
H60 -8.516 7.270 2.824  0.31
H61 -9.251 5.924 3.673  0.28
H62 -5.553 4.640 0.209  0.45
H63 -5.675 3.021 0.954  0.18
H64 -4.282 3.954 1.235  0.13
C33 6.507 1.210 5.519  -1.04
C34 6.075 1.395 4.084  -0.33
O25 4.625 1.400 4.017  -0.10
C35 4.032 0.972 2.910  0.58
O26 4.543 0.359 2.027  -0.59
O27 2.737 1.113 3.098  -0.09
C36 1.823 0.982 2.008  -0.19
H65 5.914 0.420 5.993  0.29
H66 6.213 2.056 6.152  0.18
H67 7.580 1.087 5.621  0.38
H68 6.492 0.680 3.381  0.38
H69 6.359 2.410 3.778  0.26
H70 1.713 1.966 1.562  0.40
H71 0.893 0.554 2.367  -0.35
H72 2.258 0.267 1.305  -0.04
C37 2.470 -2.503 3.368  -0.69
C38 1.773 -1.857 4.537  -0.33
O28 0.490 -1.383 4.091  0.01
C39 -0.187 -0.536 4.853  0.46
O29 0.046 -0.285 6.000  -0.61
O30 -1.178 -0.035 4.114  0.10
C40 -2.020 0.907 4.751  -0.48
H73 3.424 -2.934 3.668  0.48
H74 2.698 -1.771 2.594  -0.26
H75 1.810 -3.294 3.011  0.33
H76 2.279 -0.971 4.926  0.16
H77 1.607 -2.572 5.344  0.48
H78 -1.461 1.736 5.181  0.49
H79 -2.584 0.415 5.550  0.37
H80 -2.771 1.254 4.048  -0.36
C41 -1.311 3.442 0.553  -0.93
C42 -1.651 1.998 0.796  0.11
O31 -0.723 1.213 0.011  0.65
C43 -0.878 -0.095 -0.135  -0.14
O32 -1.728 -0.768 0.376  -0.55
O33 0.060 -0.518 -0.953  0.69
C44 0.260 -1.937 -1.027  -0.49
H81 -1.754 4.142 1.262  0.52
H82 -1.567 3.756 -0.461  0.10
H83 -0.237 3.640 0.620  -0.24
H84 -2.663 1.773 0.477  0.22
H85 -1.499 1.767 1.852  -0.46
H86 0.911 -2.277 -0.218  0.28
H87 0.755 -2.223 -1.941  -0.38
H88 -0.745 -2.359 -0.951  0.37
C45 3.510 5.143 7.261  -1.34
C46 3.909 4.374 6.033  0.25
O34 3.576 5.044 4.817  -0.38
C47 2.361 4.869 4.311  0.82
O35 1.395 4.437 4.878  -0.59
O36 2.384 5.302 3.046  -0.35
C48 1.173 5.238 2.318  -0.42
H89 4.001 6.115 7.307  0.31
H90 3.806 4.581 8.153  0.38
H91 2.439 5.279 7.417  0.33
H92 3.505 3.361 6.066  0.14
H93 4.993 4.285 6.050  0.24
H94 0.322 5.199 2.999  0.40
H95 1.163 4.338 1.707  -0.11
H96 1.070 6.140 1.722  0.33
C49 1.218 2.212 -2.626  0.17
C50 2.622 2.173 -3.188  -0.65
O37 2.790 0.912 -3.875  -0.01
C51 4.000 0.513 -4.193  0.54
O38 5.034 1.048 -3.900  -0.64
O39 3.912 -0.709 -4.722  0.07
C52 5.001 -1.270 -5.423  -0.96
H97 0.990 3.243 -2.331  -0.11
H98 1.099 1.634 -1.719  -0.11
H99 0.518 1.946 -3.419  0.05
H100 3.318 2.229 -2.350  0.38
H101 2.725 2.950 -3.946  0.29
H102 5.927 -0.693 -5.444  0.43
H103 4.661 -1.267 -6.464  0.32
H104 5.270 -2.281 -5.132  0.24

Summary:
frontier orbital gap = 0.4037 Ha
DFT total energy = -4978.2065 hartree
multiplicity = 1
HOMO energy = -0.3922 hartree
LUMO energy = 0.31 eV
charge = 0
energy above the lowest of the compared OMol25 structures with the same formula, charge and spin = 1.4556 eV